DFT (ωB97M-V/def2-TZVPD) results for a molecular structure, C5H7NO in a non-equilibrium geometry.

Output
HOMO level   -9.27 eV
Total energy   -324.60584 hartree
Lowest unoccupied orbital energy   0.03601 Ha
F_max   0.0317 hartree/bohr

Atoms and positions in Å:
C -1.940 -0.001 0.126
C -0.460 -0.095 -0.108
N 0.207 -1.110 0.803
C 0.659 0.247 0.818
C 1.809 0.336 -0.129
C 0.365 0.067 -1.336
O 0.202 0.346 -2.483
H -2.478 0.789 -0.408
H -2.079 0.144 1.201
H -2.375 -0.967 -0.136
H 0.860 -1.672 0.248
H 0.436 0.807 1.715
H 2.720 -0.136 0.327
H 2.074 1.246 -0.638